The molecule C5H8N2O. Source: OMol25; level of theory: ωB97M-V/def2-TZVPD.

Computed properties:
- largest force on an atom (eV/Å) = 5.56
- M (g/mol) = 112.13
- gap between HOMO and LUMO (eV) = 9.966
- ΔE to the lowest compared entry with this formula, charge and spin (kcal/mol) = 91.5
- SMILES = CN[C@]1(C#N)C[C@H]1O
- energy (hartree) = -379.9424

The geometry in XYZ format:
```
16
Properties=species:S:1:pos:R:3:forces:R:3
O 1.196 1.757 1.455 -4.9 -1.1 0.4
N -0.218 0.093 -1.420 -1.0 -1.0 -1.4
N 1.250 -2.190 0.666 -1.6 3.2 -1.2
C -0.060 -0.063 -0.024 -0.7 0.1 0.0
C 0.703 -1.202 0.318 2.1 -4.1 2.0
C -1.208 -0.725 -2.109 -1.8 -0.4 1.2
C 0.065 1.212 0.653 0.5 5.0 -2.3
C -1.161 0.466 0.977 2.8 -1.8 2.5
H 1.979 1.625 0.979 1.7 -0.5 -1.4
H -0.497 1.003 -1.716 0.5 1.0 0.5
H -2.098 0.555 0.577 -2.1 1.3 -1.2
H -2.314 -0.475 -1.959 1.1 0.2 0.7
H -1.216 0.081 1.994 0.3 -0.6 -0.3
H -1.176 -1.767 -1.737 0.5 0.3 -1.1
H -1.137 -0.452 -3.144 0.6 -1.0 -0.8
H -0.359 1.931 -0.237 2.0 -0.6 2.6
```
Forces are in eV/Å.

Results of the Mulliken charge analysis, in e, for atoms 1 through 5: -0.48, -0.37, -0.51, 0.57, 0.13

***

A 2-piece molecular cluster, C2H9N5O overall. Source: OMol25; level of theory: ωB97M-V/def2-TZVPD.

Computed properties:
- largest force on an atom (eV/Å) = 2.96
- M (g/mol) = 119.13
- gap between HOMO and LUMO (eV) = 8.748
- ΔE to the lowest compared entry with this formula, charge and spin (kcal/mol) = 82.9
- SMILES = [H]/N=N\CN.NC(N)=O
- energy (hartree) = -430.5520

The geometry in XYZ format:
```
17
Properties=species:S:1:pos:R:3:forces:R:3
O -2.439 -0.584 -0.757 0.6 0.2 -0.7
N 1.102 0.191 0.735 1.1 0.1 -2.0
N -1.833 1.332 0.357 0.3 0.2 -0.5
N 1.223 -1.554 -1.159 -0.4 0.5 0.0
N 0.987 1.379 1.047 1.8 -0.4 0.7
N -0.901 -0.702 0.953 -2.3 0.0 -1.0
C -1.732 0.000 0.041 -0.7 -1.0 2.7
C 1.545 -0.209 -0.819 1.0 0.2 1.9
H -0.735 -0.337 1.885 -0.1 -0.1 -0.6
H 1.217 0.506 -1.587 -0.3 0.0 0.6
H -1.027 1.771 0.791 -0.3 -0.1 0.0
H -0.981 -1.705 0.861 0.0 0.2 0.2
H 1.559 2.021 0.465 -1.0 0.1 -1.0
H -2.352 1.887 -0.305 0.0 0.0 0.0
H 0.234 -1.656 -1.364 0.1 -0.1 0.1
H 2.629 -0.128 -0.701 0.1 0.1 -0.2
H 1.503 -2.211 -0.442 0.0 0.1 -0.1
```
Forces are in eV/Å.

Results of the Mulliken charge analysis, in e, for atoms 1 through 5: -0.61, 0.16, -0.41, -0.55, -0.60

***

A 2-piece molecular cluster, C4H14NO2 overall. Source: OMol25; level of theory: ωB97M-V/def2-TZVPD.

Computed properties:
- largest force on an atom (eV/Å) = 3.21
- M (g/mol) = 108.16
- gap between HOMO and LUMO (eV) = 11.651
- total charge = +1
- ΔE to the lowest compared entry with this formula, charge and spin (kcal/mol) = 43.4
- energy (hartree) = -365.7615

The geometry in XYZ format:
```
21
Properties=species:S:1:pos:R:3:forces:R:3
O 2.401 0.334 -0.132 -2.1 0.2 0.3
O 0.142 1.652 2.961 -1.7 0.8 0.4
N -0.234 1.027 0.197 -0.5 -2.2 0.5
C -0.443 -1.289 -0.542 0.5 0.8 -0.3
C 1.559 0.256 -1.343 2.1 -0.2 1.5
C -1.993 -1.481 -0.546 -1.6 2.7 0.5
C 0.086 0.164 -0.974 -0.6 -1.8 -1.4
H 1.865 1.240 -1.760 -0.8 -1.0 -1.0
H -2.614 -0.877 -1.353 1.8 -1.0 1.2
H 0.549 0.925 0.870 -0.7 -0.4 0.1
H -0.325 1.992 0.116 -0.1 2.4 -0.9
H -1.158 0.685 0.545 1.1 0.3 0.4
H 3.195 -0.176 -0.162 0.6 -0.6 -0.4
H -2.340 -2.495 -0.686 0.4 -0.3 0.2
H 1.820 -0.691 -1.887 -0.2 1.3 -0.1
H 0.041 -1.423 0.433 -0.6 -0.3 0.2
H -0.511 1.874 3.708 2.1 -1.0 -1.4
H 0.018 -2.073 -1.142 0.0 0.3 -0.4
H 0.838 1.030 3.185 -0.3 0.1 1.0
H -0.430 0.414 -1.927 -0.2 0.5 0.9
H -2.467 -1.088 0.440 0.8 -0.8 -1.4
```
Forces are in eV/Å.

Results of the Mulliken charge analysis, in e, for atoms 1 through 5: -0.54, -0.65, -0.16, -0.70, -0.57

***

C2BrClFIO as an isolated structure. Source: OMol25; level of theory: ωB97M-V/def2-TZVPD.

Computed properties:
- largest force on an atom (eV/Å) = 2.79
- M (g/mol) = 301.28
- gap between HOMO and LUMO (alpha / beta) (eV) = 7.556 / 6.132
- 2S+1 = 3
- ΔE to the lowest compared entry with this formula, charge and spin (kcal/mol) = 18.2
- energy (hartree) = -3583.0858
- <S²> = 2.01

The geometry in XYZ format:
```
7
Properties=species:S:1:pos:R:3:forces:R:3
I -2.054 -1.189 0.125 0.2 0.8 -0.1
Br -1.175 2.170 -0.249 -1.0 1.6 -0.6
Cl 2.292 -0.290 0.295 0.6 0.2 0.0
F -0.069 0.263 1.638 0.1 0.2 0.6
O 0.624 -0.692 -1.651 0.0 0.1 -0.7
C 0.748 -0.330 -0.531 -0.7 -0.2 1.1
C -0.364 0.068 0.373 0.8 -2.6 -0.4
```
Forces are in eV/Å.

Results of the Mulliken charge analysis, in e, for atoms 1 through 5: 0.26, 0.04, -0.16, -0.21, -0.43

***

A 8-piece molecular cluster, C5H26N2O8 overall. Source: OMol25; level of theory: ωB97M-V/def2-TZVPD.

Computed properties:
- largest force on an atom (eV/Å) = 2.52
- M (g/mol) = 242.27
- gap between HOMO and LUMO (eV) = 10.235
- ΔE to the lowest compared entry with this formula, charge and spin (kcal/mol) = 36.0
- SMILES = CCCNCC(N)=O.O.O.O.O.O.O.O
- energy (hartree) = -917.5375

The geometry in XYZ format:
```
41
Properties=species:S:1:pos:R:3:forces:R:3
O 0.329 -2.211 0.752 0.1 -0.1 0.2
O -1.907 1.642 -2.812 0.5 -0.7 0.8
O 3.071 -1.842 -0.629 0.7 0.7 -0.6
O -1.425 -1.307 -2.780 -0.3 0.1 -0.2
O 0.008 -3.885 -1.969 0.5 0.1 -0.3
O -0.682 0.847 3.616 -0.1 0.0 0.0
O 2.077 -1.965 -3.359 0.4 0.4 0.0
O 2.178 1.630 3.058 1.3 0.1 0.3
N -0.324 0.425 0.567 -1.6 0.8 -0.3
N -1.261 -2.281 2.364 -0.1 0.3 -0.4
C 0.878 3.277 -0.373 0.2 -0.5 0.2
C -0.957 1.772 0.545 1.0 0.0 0.6
C -0.716 -1.787 1.216 0.0 0.0 -0.5
C 0.021 2.911 0.835 -0.3 0.5 -0.3
C -1.411 -0.594 0.524 1.6 -1.5 1.3
H -2.290 -1.035 -3.110 0.0 0.0 -0.1
H -0.934 0.220 4.301 0.1 0.0 0.0
H -0.834 -3.118 2.725 -0.1 -0.1 0.1
H -2.248 -0.274 1.142 -0.2 0.2 -0.3
H 0.691 2.770 1.683 -0.2 -0.7 -0.1
H -0.596 3.724 1.231 0.0 0.3 -0.6
H 0.340 3.572 -1.274 -0.2 0.2 0.2
H 1.376 1.824 3.546 -0.5 -0.3 -0.5
H -2.252 -2.147 2.492 0.1 -0.1 0.2
H -1.190 -2.075 -3.321 0.1 0.1 0.4
H 1.456 2.394 -0.658 0.1 -0.1 -0.1
H 0.363 -3.585 -1.123 -0.2 0.1 0.1
H 3.194 -2.791 -0.594 -0.4 -0.1 0.5
H 2.768 -1.760 -2.705 -0.4 -0.3 0.2
H -1.861 2.170 -2.014 -0.4 0.9 -0.2
H -1.454 0.866 -2.429 -0.1 -0.2 -1.0
H -1.407 1.898 -0.437 -0.3 0.4 0.2
H 2.032 1.380 2.141 -0.6 0.0 0.3
H 2.336 -1.543 -0.083 -0.2 -0.7 0.1
H -0.397 0.298 2.871 0.2 0.1 0.0
H 0.635 -3.497 -2.606 -0.2 -0.1 0.2
H 1.621 4.013 -0.091 0.0 0.4 -0.2
H -1.719 1.864 1.315 -0.2 -0.6 0.0
H 0.196 0.347 -0.302 0.2 -0.2 0.2
H -1.683 -1.026 -0.441 -0.2 0.7 -0.3
H 1.977 -1.121 -3.813 -0.2 -0.2 -0.1
```
Forces are in eV/Å.

Results of the Mulliken charge analysis, in e, for atoms 1 through 5: -0.60, -0.67, -0.69, -0.59, -0.64

***

The molecule C12H21BFNO5. Source: OMol25; level of theory: ωB97M-V/def2-TZVPD.

Computed properties:
- largest force on an atom (eV/Å) = 3.82
- M (g/mol) = 289.11
- gap between HOMO and LUMO (eV) = 9.762
- ΔE to the lowest compared entry with this formula, charge and spin (kcal/mol) = 5.2
- SMILES = N[C@@]1(C(=O)O)C[C@H]2[C@H](F)[C@H](O)C[C@H]2[C@@H]1CCCB(O)O
- energy (hartree) = -1025.6437

The geometry in XYZ format:
```
41
Properties=species:S:1:pos:R:3:forces:R:3
F -2.290 -3.256 1.212 0.5 -2.4 2.9
O 4.263 2.384 2.101 -0.4 0.3 -0.1
O -1.859 -4.275 -1.040 -0.2 -0.1 1.2
O 3.279 0.280 2.736 -0.3 1.0 0.5
O -0.841 3.441 -0.859 -0.1 0.0 0.2
O -0.926 2.674 1.207 0.1 0.2 1.1
N -2.041 1.300 -1.869 -0.5 -0.1 -0.8
C -2.221 0.353 0.404 0.0 -0.5 0.5
C -1.360 1.119 -0.614 0.2 -0.3 0.4
C -1.045 2.518 -0.101 0.9 0.5 -1.1
C -0.443 -1.193 -0.369 0.4 0.8 -0.6
C -0.921 -2.059 -1.585 0.3 -0.1 0.7
C 2.401 0.046 -0.324 -0.1 -0.5 0.6
C 3.591 0.814 0.210 0.8 0.5 1.4
C 1.162 0.904 -0.192 -0.7 -1.0 1.7
C -2.507 -2.297 0.348 0.1 2.1 -2.9
C -0.060 0.258 -0.849 -0.5 0.0 0.6
C -2.146 -2.885 -1.076 1.3 0.6 0.2
C -1.614 -1.080 0.629 0.5 0.4 0.0
B 3.662 1.197 1.766 -0.1 -1.0 -0.2
H 2.294 -0.915 0.252 0.1 0.9 -0.6
H -1.249 -1.214 1.665 -0.2 0.3 -0.4
H 4.555 0.295 0.118 -0.1 0.0 -0.5
H -2.983 -2.735 -1.717 -0.7 0.1 -0.7
H -3.211 0.244 -0.020 -0.4 0.1 0.0
H -0.621 3.587 1.361 -0.1 -0.2 -0.1
H 0.960 1.129 0.892 0.1 -0.6 -0.7
H -1.417 1.827 -2.481 -0.3 -0.1 0.1
H -1.174 -1.380 -2.414 -0.2 -0.4 0.3
H 3.255 0.716 3.615 0.1 -0.7 -0.6
H -0.088 -2.717 -1.925 -0.8 0.3 0.2
H 0.415 -1.653 0.119 -0.1 -0.1 -0.1
H 0.120 0.172 -1.927 0.0 0.4 0.1
H -2.849 1.911 -1.724 0.2 -0.3 -0.2
H -2.302 0.960 1.328 0.0 -0.8 -0.4
H 1.335 1.885 -0.580 0.2 0.6 -0.8
H 4.213 2.635 3.029 0.2 -0.1 0.0
H -3.541 -2.023 0.384 -0.9 0.1 0.1
H 2.457 -0.200 -1.390 0.5 -0.2 0.1
H -1.946 -4.570 -0.100 0.2 0.3 -1.1
H 3.694 1.805 -0.221 0.1 0.0 -0.7
```
Forces are in eV/Å.

Results of the Mulliken charge analysis, in e, for atoms 1 through 5: -0.43, -0.54, -0.62, -0.55, -0.63